{"formula": "C31H57F3N4O4PS2", "method": "the ωB97M-V functional and the def2-TZVPD basis", "e_tot_ha": -3172.3166, "e_homo_ha": -0.378, "total_charge": 1, "homo_lumo_gap_ev": 5.99, "elements": ["C", "C", "C", "C", "N", "N", "C", "C", "C", "C", "C", "F", "F", "F", "C", "C", "C", "O", "C", "O", "C", "C", "C", "C", "C", "N", "C", "C", "C", "C", "C", "S", "S", "C", "C", "C", "C", "P", "N", "O", "H", "H", "H", "H", "H", "H", "H", "H", "H", "H", "H", "H", "H", "H", "H", "H", "H", "H", "H", "H", "H", "H", "H", "H", "H", "H", "H", "H", "H", "H", "H", "H", "H", "H", "H", "H", "H", "H", "H", "H", "H", "H", "H", "H", "H", "H", "H", "C", "C", "O", "C", "C", "H", "H", "H", "H", "H", "H", "H", "H", "H", "H"], "positions_angstrom": [[-2.1816, 2.6690, 1.8160], [-2.6399, 3.5353, 0.5607], [-2.4006, 2.6881, -0.7649], [-1.6836, 3.6241, -1.7936], [-1.0248, 2.9314, -2.9368], [-1.4437, 1.6218, -3.1166], [-2.6174, 1.2892, -3.7629], [-3.4513, 2.4525, -4.3364], [-3.3055, 2.5542, -5.9339], [-3.0342, -0.0666, -3.9386], [-4.2948, -0.5649, -4.6538], [-3.9866, -1.5056, -5.6018], [-5.0553, 0.3613, -5.2692], [-5.1007, -1.1637, -3.7108], [-2.1712, -1.1074, -3.3605], [-2.4996, -2.6176, -3.4202], [-1.7604, -3.2161, -4.7039], [-0.9325, -4.3498, -4.3653], [0.3655, -4.1962, -4.8444], [0.7077, -4.6175, -5.8947], [-0.9241, -0.7435, -2.6806], [0.0358, -1.8103, -2.0475], [-0.0755, -1.7680, -0.4419], [-0.2074, -3.2528, 0.0662], [1.2131, -3.9694, 0.0275], [2.0447, -3.5678, 1.1771], [2.1494, -4.6257, 2.2248], [1.3565, -4.0993, 3.5011], [1.8440, -4.7483, 4.8426], [1.4916, -6.3089, 4.8327], [3.3260, -3.0399, 0.7941], [4.3429, -3.6617, -0.3276], [3.8856, -1.5400, 1.7134], [3.5718, -0.0531, 0.6844], [4.6816, 0.2215, -0.3955], [6.1281, 0.3755, 0.2513], [-0.5886, 0.6579, -2.5987], [1.0472, 1.0755, -1.7650], [2.1470, 1.2643, -3.1237], [0.9432, 2.5192, -0.9360], [-2.7343, 2.9633, 2.7347], [-2.4110, 1.5978, 1.5823], [-1.0728, 2.7228, 1.9583], [-3.7162, 3.7858, 0.6893], [-2.0086, 4.4601, 0.5755], [-1.7711, 1.8160, -0.4393], [-3.3475, 2.2599, -1.1701], [-0.9271, 4.2475, -1.2576], [-2.4623, 4.3562, -2.1532], [-1.0727, 3.4653, -3.8028], [-4.5228, 2.2665, -4.0822], [-3.1946, 3.4567, -3.9438], [-2.6125, 1.7522, -6.2985], [-2.9124, 3.5685, -6.1857], [-4.3023, 2.3998, -6.4153], [-2.1046, -3.1639, -2.5264], [-3.5841, -2.8485, -3.4683], [-1.0827, -2.4453, -5.1646], [-2.5134, -3.4601, -5.4968], [1.1647, -3.6712, -4.2450], [1.0926, -1.5719, -2.3122], [-0.1902, -2.8253, -2.4394], [-1.0034, -1.2029, -0.1804], [0.8368, -1.2554, -0.0723], [-0.6987, -3.3513, 1.0611], [-0.8783, -3.7814, -0.6685], [0.9759, -5.0691, 0.0145], [1.6453, -3.7248, -0.9696], [3.2341, -4.6700, 2.5199], [1.8189, -5.6348, 1.8927], [1.6096, -3.0063, 3.5576], [0.2720, -4.2483, 3.2861], [1.2316, -4.2858, 5.6597], [2.9307, -4.5490, 4.9810], [0.9203, -6.5073, 3.8916], [0.8295, -6.5093, 5.7098], [2.4334, -6.8973, 4.8812], [2.5397, -0.0819, 0.2676], [3.5934, 0.8225, 1.3911], [4.4358, 1.1956, -0.8883], [4.7175, -0.6183, -1.1306], [6.8248, -0.2531, -0.3563], [6.4999, 1.4236, 0.2067], [6.1641, 0.0119, 1.3034], [3.0586, 0.9262, -2.7928], [1.8714, 0.6034, -3.8588], [1.5425, 2.5102, -0.1684], [-1.6994, 5.3782, 6.4284], [-1.2273, 4.0480, 5.8664], [-0.3328, 4.1772, 4.7713], [0.8789, 4.8714, 5.0271], [1.7319, 4.2309, 6.1084], [-2.1844, 5.9712, 5.6490], [-2.4106, 5.2160, 7.2404], [-0.8731, 5.9709, 6.8231], [-2.0922, 3.4961, 5.4929], [-0.7800, 3.4281, 6.6499], [0.6709, 5.9207, 5.2614], [1.4375, 4.8705, 4.0883], [1.2235, 4.2118, 7.0734], [2.6645, 4.7842, 6.2323], [1.9708, 3.1982, 5.8440]], "forces_ev_per_a": [[-0.3, -0.2, -0.9], [0.3, -1.0, 0.7], [0.6, 0.6, 0.6], [-0.8, 0.6, 0.6], [0.0, 0.7, 0.4], [-0.4, -2.4, -0.5], [-1.0, 0.5, -0.5], [-0.4, -0.1, -0.8], [-0.1, -0.3, 0.5], [2.8, -0.5, 1.3], [-0.8, -0.4, 0.2], [-0.2, 0.9, 1.0], [0.7, -0.5, 0.5], [0.7, 0.5, -1.0], [0.1, 0.7, 0.7], [0.4, -0.2, -0.6], [0.0, 0.7, -0.3], [0.3, 0.8, 0.1], [0.6, 0.0, -0.2], [-0.2, -0.3, -0.4], [-0.5, 1.1, -0.7], [-0.2, 0.9, 0.4], [-0.6, -1.0, -0.8], [0.5, 0.1, -0.5], [-2.0, -0.3, -0.4], [0.7, -0.6, -1.7], [0.5, 1.2, 2.0], [1.2, 0.0, -0.3], [-1.5, -0.7, -0.6], [0.2, 1.2, 0.2], [0.2, 0.4, -0.6], [-0.8, 0.3, 0.5], [-0.3, -0.3, 0.6], [0.2, 0.6, -0.6], [0.3, 0.0, 0.8], [-0.2, -0.3, -0.6], [-0.7, -0.6, -0.8], [1.1, -0.5, 1.3], [-1.0, -0.3, 0.4], [-0.1, -0.2, -1.3], [0.7, -0.2, -0.6], [0.0, 0.8, 0.4], [-1.0, 0.1, 0.1], [0.8, 0.0, -0.2], [-0.8, -0.6, -0.3], [-0.3, 0.8, -0.6], [0.6, 0.4, 0.3], [-0.4, -0.8, -0.6], [0.7, -0.7, 0.1], [0.0, -0.4, 0.2], [0.9, 0.2, -0.1], [0.0, -1.0, 0.2], [-0.6, 0.8, 0.1], [-0.3, -1.0, 0.0], [1.0, 0.2, 0.4], [-0.3, 0.7, -0.8], [0.8, 0.4, 0.0], [-0.7, -0.4, 0.4], [0.8, -0.2, 0.8], [-1.2, -0.2, 0.4], [-0.8, -0.2, 0.0], [0.2, 0.8, 0.3], [0.9, -0.2, 0.0], [-0.8, -0.4, 0.1], [0.6, 0.3, -0.6], [0.6, 0.3, 0.7], [0.6, 0.9, 0.1], [0.1, -0.2, 0.9], [-0.9, -0.3, -0.2], [0.2, 0.8, -0.1], [-0.6, -0.9, -0.2], [0.6, 0.2, 0.5], [0.9, -0.2, -0.6], [-0.8, -0.1, 0.0], [0.5, -0.2, 0.9], [0.7, -0.2, -0.8], [-0.9, 0.1, -0.1], [0.8, -0.1, 0.1], [0.0, -1.0, -0.3], [0.0, -0.8, 0.1], [-0.2, 0.7, 0.4], [-0.4, 0.5, 0.7], [-0.4, -0.7, 0.1], [-0.1, 0.3, -0.8], [-0.3, 0.3, -0.1], [0.0, 0.5, 0.0], [-0.3, -0.3, -0.3], [0.1, 0.1, -0.1], [0.0, 0.1, 0.1], [0.0, -0.1, -0.3], [0.0, 0.0, 0.1], [0.0, -0.1, 0.1], [0.0, -0.1, 0.0], [0.0, 0.0, -0.1], [0.0, 0.0, 0.1], [0.1, 0.0, -0.1], [0.0, 0.0, 0.0], [0.0, 0.0, 0.1], [-0.2, -0.1, 0.0], [0.0, 0.1, 0.0], [0.0, 0.0, 0.0], [0.0, 0.1, 0.0]], "mulliken_charge": [-0.972, -0.628, 0.617, -1.247, -0.749, 0.505, 0.648, -0.678, -1.197, 0.250, 0.512, -0.246, -0.260, -0.260, 0.390, -1.200, -0.599, -0.378, 0.174, -0.418, -0.004, -1.133, 0.517, -0.744, -1.056, 0.850, -0.831, -0.534, -0.476, -0.988, -0.287, -0.122, -0.172, 0.818, -0.110, -1.115, 0.262, 0.554, -0.713, -0.378, 0.291, 0.318, 0.252, 0.384, 0.334, -0.272, 0.176, 0.512, 0.320, 0.330, 0.517, 0.114, 0.326, 0.396, 0.283, 0.052, 0.580, 0.381, 0.385, 0.332, 0.461, 0.529, 0.305, -0.608, 0.452, 0.208, 0.356, 0.321, 0.307, 0.410, 0.323, 0.233, 0.320, 0.347, 0.256, 0.326, 0.241, -1.196, 0.480, 0.182, 0.286, 0.272, 0.323, 0.283, 0.225, 0.346, 0.395, -1.083, -0.311, -0.325, -0.364, -1.034, 0.293, 0.394, 0.259, 0.315, 0.311, 0.309, 0.299, 0.266, 0.389, 0.287]}

***

{"formula": "C31H57N2OP2PdS", "method": "the ωB97M-V functional and the def2-TZVPD basis", "e_tot_ha": -2607.8245, "s2": 6.05, "relative_energy_ev": 0.588, "e_homo_ha": [-0.549, -0.653], "total_charge": 3, "multiplicity": 5, "homo_lumo_gap_ev": [6.89, 4.78], "elements": ["C", "C", "C", "C", "C", "H", "H", "H", "N", "P", "P", "C", "H", "H", "C", "O", "C", "H", "C", "C", "C", "C", "C", "H", "H", "H", "C", "H", "H", "H", "C", "H", "H", "H", "C", "H", "H", "H", "C", "H", "H", "H", "C", "H", "H", "H", "C", "H", "H", "H", "C", "H", "H", "H", "C", "H", "H", "H", "C", "H", "H", "H", "C", "H", "H", "H", "C", "H", "H", "H", "Pd", "N", "C", "C", "C", "C", "C", "H", "H", "H", "H", "H", "H", "H", "H", "H", "C", "S", "C", "H", "H", "H", "H", "H", "H"], "positions_angstrom": [[2.3258, -1.2926, -1.7219], [1.5783, 0.7782, -2.6625], [3.2861, -1.4249, -2.7363], [2.4026, 0.5585, -3.8101], [3.3030, -0.4839, -3.7783], [3.9982, -2.2486, -2.6891], [2.3206, 1.2684, -4.6300], [4.0432, -0.5951, -4.5741], [1.5158, -0.2339, -1.7098], [0.4153, -2.3578, 0.0762], [0.1836, 2.3301, -0.7563], [2.1173, -2.3655, -0.6336], [2.2813, -3.3627, -1.0720], [2.8450, -2.2258, 0.1931], [-0.4855, 0.4166, 1.5720], [-1.3556, 0.4023, 2.3467], [0.8669, 1.9677, -2.3828], [0.5498, 2.5904, -3.2392], [-1.5597, 3.1804, -0.8733], [1.6486, 3.5372, -0.4722], [-0.4886, -3.5462, -1.1341], [0.6998, -3.2274, 1.7260], [-2.7056, 2.3075, -0.3409], [-2.5642, 2.0361, 0.7106], [-3.6485, 2.8794, -0.4169], [-2.8214, 1.3921, -0.9239], [-1.6046, 4.4612, -0.0281], [-1.3722, 4.2429, 1.0254], [-0.9435, 5.2542, -0.4021], [-2.6330, 4.8670, -0.0531], [-1.8580, 3.4789, -2.3337], [-2.8130, 4.0200, -2.4062], [-1.0972, 4.0953, -2.8243], [-1.9800, 2.5368, -2.8742], [1.5252, 4.2196, 0.8781], [1.5827, 3.4868, 1.6932], [2.3624, 4.9231, 0.9868], [0.5926, 4.7799, 0.9778], [2.9460, 2.7017, -0.5028], [2.8800, 1.8244, 0.1610], [3.1818, 2.3451, -1.5142], [3.8011, 3.3080, -0.1613], [1.6518, 4.5724, -1.6339], [2.0602, 4.0995, -2.5475], [0.6390, 4.9627, -1.8616], [2.2972, 5.4278, -1.3478], [-0.6658, -3.6483, 2.3018], [-0.4958, -4.0358, 3.3197], [-1.3408, -2.7811, 2.3710], [-1.1596, -4.4435, 1.7242], [1.3441, -2.2137, 2.6831], [2.3063, -1.8439, 2.3077], [0.7013, -1.3437, 2.8675], [1.5313, -2.7192, 3.6427], [1.6515, -4.4398, 1.6606], [2.6578, -4.1579, 1.3191], [1.7451, -4.8298, 2.6877], [1.2839, -5.2614, 1.0369], [-0.1822, -3.1450, -2.5840], [0.8554, -3.3610, -2.8689], [-0.8352, -3.7489, -3.2379], [-0.4076, -2.0874, -2.7697], [-1.9915, -3.3733, -0.8969], [-2.2961, -2.3176, -0.9944], [-2.5339, -3.9464, -1.6709], [-2.3245, -3.7581, 0.0805], [-0.1243, -5.0273, -0.9683], [0.9474, -5.2227, -1.0909], [-0.4691, -5.4655, -0.0233], [-0.6342, -5.5766, -1.7747], [0.2077, 0.0384, -0.1224], [-1.9777, -0.3380, -2.0877], [-2.2963, -0.1990, -3.2070], [-2.3580, 0.1436, -4.6529], [-1.4510, 1.3128, -5.0941], [-1.7954, -1.1003, -5.3557], [-3.8321, 0.5135, -4.9234], [-1.6990, 2.2729, -4.6274], [-0.3822, 1.1176, -4.9063], [-1.6060, 1.4331, -6.1838], [-2.2412, -2.0294, -4.9775], [-1.9306, -1.0685, -6.4443], [-0.7033, -1.1060, -5.1661], [-3.9657, 1.1701, -5.7914], [-4.3764, -0.4170, -5.1256], [-4.2871, 1.0019, -4.0413], [3.3605, 1.3135, 3.6016], [1.7267, 1.3513, 2.8440], [0.7837, 1.9274, 4.2573], [4.0139, 0.8298, 2.8737], [3.3862, 0.7521, 4.5364], [3.7132, 2.3265, 3.7892], [0.4607, 1.0574, 4.8463], [1.4282, 2.5736, 4.8755], [-0.0988, 2.4827, 3.9152]], "forces_ev_per_a": [[-0.2, -0.3, -0.2], [0.2, -1.3, 0.1], [0.0, 0.3, 0.1], [-0.7, 0.7, 0.8], [0.4, -0.7, -0.1], [-0.2, 0.2, -0.2], [0.3, -0.1, 0.1], [-0.3, 0.0, 0.2], [0.8, 0.5, -0.5], [1.2, -2.6, -0.4], [0.5, 1.8, -1.5], [0.5, 0.9, -0.4], [0.1, 0.2, 0.2], [-0.3, 0.0, -0.5], [-3.1, -0.3, 2.9], [1.7, 0.1, -1.4], [-1.4, -1.2, -1.5], [0.5, -0.2, 0.6], [-0.8, 0.5, 0.4], [-0.1, -0.1, 0.5], [-1.0, 0.3, -0.4], [-0.4, 0.3, 0.4], [0.1, -0.6, 0.1], [-0.1, 0.1, -0.1], [0.5, -0.2, 0.0], [0.0, 0.1, 0.2], [0.3, 0.3, 0.2], [-0.1, 0.2, -0.3], [-0.1, -0.2, 0.2], [0.4, -0.3, -0.1], [0.1, -0.1, -0.4], [0.2, -0.1, 0.2], [-0.1, -0.1, 0.0], [0.0, 0.3, 0.1], [0.0, 0.5, 0.1], [0.0, 0.1, 0.0], [-0.2, -0.2, 0.1], [0.4, -0.1, 0.1], [0.1, -0.1, 0.0], [0.0, 0.2, -0.1], [0.0, 0.1, 0.4], [-0.4, -0.1, -0.1], [-0.1, 0.0, -0.1], [-0.2, 0.5, 0.5], [0.7, -0.1, 0.2], [-0.3, -0.5, -0.2], [0.0, 0.0, 0.1], [-0.1, 0.1, -0.3], [0.1, -0.3, 0.0], [0.2, 0.3, 0.2], [0.1, 0.2, 0.2], [0.0, -0.1, 0.0], [0.0, -0.3, 0.1], [-0.1, 0.2, -0.3], [0.2, -0.1, -0.3], [-0.3, -0.1, 0.1], [0.0, 0.2, -0.3], [0.1, 0.3, 0.3], [0.1, 0.2, 0.0], [-0.2, 0.0, 0.0], [0.3, 0.2, 0.3], [0.1, -0.3, 0.0], [-0.6, 0.1, 0.1], [0.1, -0.5, 0.1], [0.2, 0.2, 0.3], [0.2, 0.2, -0.4], [0.4, -0.2, 0.3], [-0.2, 0.0, 0.0], [0.1, 0.2, -0.3], [0.0, 0.3, 0.2], [-0.4, -0.2, -0.5], [-0.9, 0.2, -2.2], [2.1, 0.9, 2.0], [-0.3, 0.1, -0.2], [0.2, 0.4, 0.1], [0.2, -0.4, -0.2], [-0.5, -0.5, -0.1], [-0.1, -0.3, -0.3], [-0.4, -0.1, -0.1], [0.2, -0.1, 0.6], [0.1, 0.2, -0.1], [-0.1, 0.1, 0.3], [-0.5, -0.3, -0.1], [0.2, -0.2, 0.2], [-0.2, 0.3, 0.1], [0.2, -0.2, -0.5], [0.2, -0.4, -0.6], [1.0, 0.3, 1.5], [-0.1, 0.4, 0.1], [0.0, 0.1, 0.1], [-0.3, 0.0, 0.0], [-0.1, 0.2, 0.0], [0.1, 0.1, -0.1], [-0.2, -0.3, -0.2], [0.2, -0.3, 0.0]], "lowdin_spin": [0.029, 0.027, 0.148, 0.138, -0.007, 0.007, 0.005, -0.003, 0.149, 0.313, 0.370, 0.026, 0.011, 0.000, 0.182, 0.117, 0.505, 0.022, 0.084, 0.069, 0.078, 0.041, 0.005, 0.000, 0.001, 0.000, 0.012, 0.001, 0.000, 0.004, 0.027, 0.007, 0.000, 0.003, 0.040, 0.019, 0.003, 0.001, 0.008, 0.002, 0.003, 0.000, 0.036, 0.006, 0.001, 0.005, 0.002, 0.000, 0.001, 0.000, 0.014, 0.001, 0.009, 0.000, 0.021, 0.000, 0.005, 0.000, 0.003, 0.001, 0.002, 0.001, 0.003, 0.002, 0.000, 0.000, 0.031, 0.001, 0.000, 0.009, 0.439, 0.008, 0.004, 0.000, 0.002, 0.000, 0.000, 0.000, 0.001, 0.000, 0.000, 0.000, 0.000, 0.000, 0.000, 0.000, 0.082, 0.717, 0.066, -0.001, 0.015, 0.024, 0.027, 0.007, 0.005]}

***

Q: Which formula does entry 1 have?
A: C31H57F3N4O4PS2